(1)
Below is one molecule with the formula C25H25N3O6S at a distorted geometry, with properties calculated with ωB97M-V/def2-TZVPD.

Its SMILES is CS(=O)(=O)N(CC(=O)Nc1ccccc1C(=O)NCc1ccccc1)c1ccc2c(c1)OCCO2. The energy relative to the best compared isomer or geometry (same formula, charge and spin) comes out at 0.7 kJ/mol. The total energy is -1981.59380 Ha. Its HOMO-LUMO gap is 8.928 eV. The max |F| is 1.076 eV Å⁻¹. The value obtained for the LUMO energy is 0.020 hartree.

Geometry (Å):
C1 -1.419 3.198 -0.068
S1 -0.568 1.602 0.083
O1 -0.289 1.387 1.471
O2 -1.359 0.618 -0.592
N1 0.860 1.799 -0.757
C2 1.736 2.850 -0.294
C3 2.140 2.604 1.168
O3 2.209 3.510 1.967
N2 2.446 1.307 1.389
C4 2.455 0.693 2.642
C5 3.068 1.288 3.738
C6 3.089 0.637 4.957
C7 2.506 -0.612 5.092
C8 1.864 -1.193 4.014
C9 1.813 -0.547 2.783
C10 1.066 -1.122 1.629
O4 1.427 -0.982 0.463
N3 -0.028 -1.830 1.952
C11 -0.933 -2.347 0.936
C12 -2.326 -2.428 1.489
C13 -2.689 -3.476 2.328
C14 -3.963 -3.533 2.866
C15 -4.883 -2.541 2.573
C16 -4.525 -1.493 1.741
C17 -3.252 -1.434 1.202
C18 0.790 1.515 -2.139
C19 0.824 2.515 -3.106
C20 0.715 2.180 -4.442
C21 0.566 0.855 -4.829
C22 0.576 -0.153 -3.856
C23 0.686 0.186 -2.516
O5 0.498 -1.478 -4.188
C24 0.727 -1.730 -5.556
C25 -0.048 -0.730 -6.413
O6 0.415 0.580 -6.165
H1 -1.405 3.492 -1.110
H2 -0.918 3.915 0.568
H3 -2.435 3.044 0.268
H4 1.292 3.852 -0.358
H5 2.642 2.833 -0.908
H6 2.181 0.651 0.646
H7 3.519 2.259 3.621
H8 3.573 1.101 5.803
H9 2.544 -1.130 6.039
H10 1.415 -2.170 4.126
H11 -0.375 -1.798 2.897
H12 -0.581 -3.337 0.620
H13 -0.898 -1.669 0.078
H14 -1.973 -4.253 2.554
H15 -4.238 -4.353 3.514
H16 -5.878 -2.586 2.992
H17 -5.243 -0.719 1.511
H18 -2.961 -0.622 0.553
H19 0.934 3.551 -2.824
H20 0.729 2.937 -5.209
H21 0.704 -0.587 -1.766
H22 1.799 -1.641 -5.780
H23 0.397 -2.753 -5.743
H24 -1.117 -0.801 -6.171
H25 0.102 -0.914 -7.477



(2)
Below is one molecule with the formula C25H25N5O4 at a distorted geometry, with properties calculated with ωB97M-V/def2-TZVPD.

Its SMILES is [H]/N=c1\c(C(=O)NC[C@H]2CCCO2)cc2c(=O)n3ccccc3nc2n1Cc1ccc(OC)cc1. The energy relative to the best compared isomer or geometry (same formula, charge and spin) comes out at 0.0 kJ/mol. The total energy is -1542.45721 Ha. Its HOMO-LUMO gap is 7.484 eV. The max |F| is 1.033 eV Å⁻¹. The value obtained for the LUMO energy is -0.018 hartree.

Geometry (Å):
H1 -1.863 0.459 2.926
N1 -0.976 0.000 2.757
C1 -0.208 0.622 1.946
C2 -0.487 1.865 1.236
C3 -1.841 2.490 1.287
O1 -2.009 3.686 1.431
N2 -2.865 1.610 1.144
C4 -4.228 2.040 0.955
C5 -4.623 1.979 -0.530
C6 -3.781 2.918 -1.417
C7 -2.843 1.965 -2.158
C8 -3.687 0.694 -2.216
O2 -4.399 0.650 -0.996
C9 0.478 2.484 0.512
C10 1.762 1.900 0.373
C11 2.772 2.533 -0.411
O3 2.687 3.578 -1.023
N3 4.015 1.804 -0.450
C12 5.043 2.346 -1.155
C13 6.248 1.732 -1.248
C14 6.438 0.494 -0.595
C15 5.415 -0.056 0.111
C16 4.156 0.597 0.204
N4 3.195 0.038 0.891
C17 2.009 0.664 0.993
N5 1.053 0.067 1.732
C18 1.317 -1.239 2.329
C19 0.858 -2.332 1.401
C20 -0.421 -2.855 1.505
C21 -0.868 -3.833 0.631
C22 -0.027 -4.303 -0.371
O4 -0.355 -5.261 -1.283
C23 -1.632 -5.848 -1.212
C24 1.260 -3.773 -0.482
C25 1.693 -2.800 0.392
H2 -2.671 0.666 0.843
H3 -4.311 3.065 1.322
H4 -4.889 1.385 1.529
H5 -5.694 2.212 -0.612
H6 -4.424 3.442 -2.123
H7 -3.246 3.653 -0.821
H8 -1.933 1.792 -1.580
H9 -2.567 2.325 -3.146
H10 -4.393 0.740 -3.058
H11 -3.102 -0.224 -2.294
H12 0.281 3.421 0.012
H13 4.807 3.293 -1.621
H14 7.046 2.185 -1.811
H15 7.393 -0.005 -0.661
H16 5.507 -0.996 0.629
H17 0.757 -1.272 3.264
H18 2.391 -1.307 2.504
H19 -1.079 -2.485 2.277
H20 -1.869 -4.219 0.744
H21 -1.665 -6.580 -2.017
H22 -2.424 -5.108 -1.365
H23 -1.788 -6.356 -0.255
H24 1.900 -4.147 -1.266
H25 2.688 -2.392 0.297



(3)
Below is one molecule with the formula C25H25NO4, with properties calculated with ωB97M-V/def2-TZVPD.

Its SMILES is CCOc1ccccc1NC(=O)[C@H](OC(=O)c1ccc(CC)cc1)c1ccccc1. The energy relative to the best compared isomer or geometry (same formula, charge and spin) comes out at 0.0 kJ/mol. The total energy is -1323.41867 Ha. Its HOMO-LUMO gap is 8.668 eV. The max |F| is 0.687 eV Å⁻¹. The value obtained for the LUMO energy is 0.016 hartree.

Geometry (Å):
C1 3.427 -0.088 2.046
C2 3.298 0.254 0.565
O1 2.198 1.100 0.298
C3 2.263 2.432 0.631
C4 3.396 3.110 1.045
C5 3.329 4.467 1.332
C6 2.137 5.152 1.211
C7 0.993 4.488 0.797
C8 1.047 3.134 0.507
N1 -0.056 2.388 0.089
C9 -1.359 2.730 0.030
O2 -1.832 3.821 0.252
C10 -2.237 1.548 -0.427
O3 -1.584 0.328 -0.087
C11 -2.348 -0.776 0.021
O4 -3.540 -0.780 -0.154
C12 -1.542 -1.963 0.386
C13 -2.183 -3.194 0.485
C14 -1.475 -4.331 0.825
C15 -0.110 -4.267 1.076
C16 0.721 -5.464 1.453
C17 -0.026 -6.790 1.522
C18 0.525 -3.029 0.975
C19 -0.172 -1.889 0.636
C20 -2.439 1.697 -1.917
C21 -1.602 1.048 -2.813
C22 -1.781 1.215 -4.175
C23 -2.785 2.042 -4.648
C24 -3.613 2.701 -3.754
C25 -3.443 2.529 -2.392
H1 3.607 0.809 2.634
H2 2.510 -0.553 2.402
H3 4.254 -0.778 2.192
H4 4.227 0.692 0.182
H5 3.085 -0.652 -0.012
H6 4.341 2.600 1.148
H7 4.223 4.980 1.653
H8 2.090 6.205 1.437
H9 0.053 5.005 0.701
H10 0.167 1.419 -0.104
H11 -3.205 1.604 0.085
H12 -3.244 -3.239 0.291
H13 -1.999 -5.270 0.895
H14 1.537 -5.551 0.730
H15 1.181 -5.263 2.426
H16 -0.813 -6.754 2.272
H17 -0.466 -7.038 0.559
H18 0.665 -7.585 1.794
H19 1.588 -2.968 1.169
H20 0.340 -0.941 0.567
H21 -0.817 0.401 -2.447
H22 -1.132 0.700 -4.867
H23 -2.922 2.173 -5.711
H24 -4.396 3.349 -4.119
H25 -4.084 3.042 -1.692



- Which value of max |F| does entry 2 give?
  1.033 eV Å⁻¹